(w)
Density functional theory data (the ωB97M-V functional and the def2-TZVPD basis) for a cluster of 2 separate species, C4H9NO in total.

Last columns: bonded neighbours and bond lengths (Å).
CARTESIAN COORDINATES (ANGSTROEM)
1 C -0.678 -0.703 -1.710  C2 1.511, H6 1.093, H7 1.090, H8 1.097
2 C -0.073 -1.096 -0.382  C1 1.511, C3 1.328, N5 1.479
3 C 0.545 -2.237 -0.103  C2 1.328, H9 1.083, H10 1.082
4 C 0.503 0.205 1.563  N5 1.272, H11 1.092, H12 1.122
5 N -0.330 -0.053 0.635  C2 1.479, C4 1.272
6 H -1.365 -1.482 -2.052  C1 1.093
7 H -1.011 0.324 -1.559  C1 1.090
8 H 0.088 -0.536 -2.476  C1 1.097
9 H 1.385 -2.471 0.540  C3 1.083
10 H 0.195 -3.069 -0.699  C3 1.082
11 H 0.063 0.851 2.327  C4 1.092
12 H 1.615 0.061 1.553  C4 1.122
13 H -0.226 2.086 0.224  O15 0.966
14 H 0.538 3.220 -0.461  O15 0.969
15 O -0.089 3.042 0.255  H13 0.966, H14 0.969

Computed properties:
- HOMO: -9.008 eV
- LUMO energy: 0.4 eV
- SMILES string: C=NC(=C)C.O
- Gap between HOMO and LUMO: 0.3474 hartree

---

(x)
Density functional theory data (the ωB97M-V functional and the def2-TZVPD basis) for an isolated molecule of C4H9NO.

Last columns: bonded neighbours and bond lengths (Å).
CARTESIAN COORDINATES (ANGSTROEM)
1 C -0.950 0.944 -1.858  C2 1.525, H7 1.095, H8 1.096, H9 1.097
2 C -0.786 -0.094 -0.753  C1 1.525, C3 1.529, H10 1.094, H11 1.097
3 C 0.457 0.113 0.112  C2 1.529, C4 1.526, H12 1.098, H13 1.100
4 C 0.310 -0.614 1.446  C3 1.526, O5 1.219, N6 1.366
5 O -0.777 -0.881 1.927  C4 1.219
6 N 1.468 -0.962 2.081  C4 1.366, H14 1.009, H15 1.007
7 H -1.889 0.784 -2.399  C1 1.095
8 H -0.133 0.906 -2.588  C1 1.096
9 H -0.979 1.957 -1.439  C1 1.097
10 H -1.651 -0.070 -0.084  C2 1.094
11 H -0.761 -1.103 -1.184  C2 1.097
12 H 1.372 -0.205 -0.405  C3 1.098
13 H 0.582 1.184 0.332  C3 1.100
14 H 1.367 -1.352 3.006  N6 1.009
15 H 2.369 -0.609 1.806  N6 1.007

Computed properties:
- HOMO: -9.817 eV
- LUMO energy: 0.9 eV
- SMILES string: CCCC(N)=O
- Gap between HOMO and LUMO: 0.3946 hartree

---

(y)
Density functional theory data (the ωB97M-V functional and the def2-TZVPD basis) for a cluster of 3 separate species, C4H9NO in total.

Last columns: bonded neighbours and bond lengths (Å).
CARTESIAN COORDINATES (ANGSTROEM)
1 C 1.142 0.873 1.719  C2 1.527, H7 1.097, H8 1.097, H9 1.097
2 C 1.398 0.113 0.420  C1 1.527, N3 1.430, H10 1.101, H11 1.097
3 N 0.222 -0.545 -0.058  C2 1.430, C4 1.292
4 C -0.471 -0.029 -1.019  N3 1.292, O5 1.243, C6 1.431
5 O -0.329 0.951 -1.771  C4 1.243
6 C -1.630 -0.708 -1.512  C4 1.431, H13 1.106, H14 1.083
7 H 2.064 1.353 2.071  C1 1.097
8 H 0.787 0.195 2.506  C1 1.097
9 H 0.384 1.649 1.563  C1 1.097
10 H 1.745 0.806 -0.363  C2 1.101
11 H 2.180 -0.642 0.566  C2 1.097
12 H -0.644 -1.585 0.235  no bonds
13 H -1.640 -1.733 -1.928  C6 1.106
14 H -2.470 -0.246 -2.016  C6 1.083
15 H -2.338 -1.161 -0.307  no bonds

Computed properties:
- HOMO: -9.154 eV
- LUMO energy: 0.3 eV
- Gap between HOMO and LUMO: 0.3475 hartree

---

(z)
Density functional theory data (the ωB97M-V functional and the def2-TZVPD basis) for a cluster of 2 separate species, C4H9NO in total.

Last columns: bonded neighbours and bond lengths (Å).
CARTESIAN COORDINATES (ANGSTROEM)
1 C -1.764 -2.077 2.532  C2 1.357, H4 1.161, H5 1.083
2 C -1.267 -2.092 1.270  C1 1.357, N3 1.477, H6 1.196
3 N 0.021 -2.070 0.548  C2 1.477, H7 0.976, H8 0.993
4 H -1.234 -2.519 3.465  C1 1.161
5 H -2.741 -1.709 2.818  C1 1.083
6 H -2.041 -2.095 0.359  C2 1.196
7 H 0.675 -1.517 1.017  N3 0.976
8 H 0.225 -2.814 -0.077  N3 0.993
9 C 1.967 2.679 -2.267  C10 1.428, H12 1.110, H13 1.040
10 C 1.017 2.398 -1.239  C9 1.428, O11 1.365, H14 1.023
11 O 0.111 1.404 -1.467  C10 1.365, H15 0.974
12 H 2.888 3.252 -2.033  C9 1.110
13 H 1.948 2.385 -3.264  C9 1.040
14 H 0.965 3.153 -0.551  C10 1.023
15 H -0.769 1.623 -1.110  O11 0.974

Computed properties:
- HOMO: -8.480 eV
- LUMO energy: 0.8 eV
- SMILES string: C=CN.C=CO
- Gap between HOMO and LUMO: 0.3409 hartree

---

The relative energies come out as (w) 3.070; (x) 0.000; (y) 4.272; (z) 4.616, with values in eV.

---

(w)
Density functional theory data (the ωB97M-V functional and the def2-TZVPD basis) for a cluster of 2 separate species, C4H9NO in total.

Last columns: bonded neighbours and bond lengths (Å).
CARTESIAN COORDINATES (ANGSTROEM)
1 N -3.011 -0.485 -0.488  O2 1.407, H4 1.018, H5 1.019
2 O -1.690 -0.788 -0.110  N1 1.407, H3 1.033
3 H -0.920 -0.304 -0.600  O2 1.033
4 H -3.165 -0.761 -1.456  N1 1.018
5 H -3.185 0.510 -0.361  N1 1.019
6 C 1.133 -0.728 -0.039  C7 1.463, C8 1.347, H10 1.085
7 C 1.631 0.581 -0.462  C6 1.463, C9 1.329, H11 1.084
8 C 0.620 -1.005 1.176  C6 1.347, H12 1.078, H13 1.076
9 C 1.454 1.737 0.169  C7 1.329, H14 1.078, H15 1.080
10 H 1.535 -1.559 -0.609  C6 1.085
11 H 2.196 0.574 -1.387  C7 1.084
12 H 0.253 -0.229 1.828  C8 1.078
13 H 0.441 -2.017 1.491  C8 1.076
14 H 1.792 2.669 -0.256  C9 1.078
15 H 0.917 1.806 1.103  C9 1.080

Computed properties:
- HOMO: -8.915 eV
- LUMO energy: 0.6 eV
- SMILES string: C=CC=C.NO
- Gap between HOMO and LUMO: 0.3487 hartree

---

(x)
Density functional theory data (the ωB97M-V functional and the def2-TZVPD basis) for a cluster of 2 separate species, C4H9NO in total.

Last columns: bonded neighbours and bond lengths (Å).
CARTESIAN COORDINATES (ANGSTROEM)
1 C 2.424 -0.193 -0.447  C2 1.366, H4 1.115, H5 1.110
2 C 1.976 0.118 0.806  C1 1.366, N3 1.438, H6 1.107
3 N 0.579 0.208 1.133  C2 1.438, H7 1.014, H8 1.069
4 H 2.064 0.156 -1.443  C1 1.115
5 H 3.503 -0.449 -0.405  C1 1.110
6 H 2.576 0.574 1.617  C2 1.107
7 H 0.044 0.854 0.563  N3 1.014
8 H 0.591 0.488 2.165  N3 1.069
9 O -1.852 1.612 -0.207  C10 1.230
10 C -2.381 0.537 -0.482  O9 1.230, C11 1.555, H12 1.163
11 C -1.670 -0.845 -0.541  C10 1.555, H13 1.207, H14 1.218, H15 1.070
12 H -3.327 0.552 -1.159  C10 1.163
13 H -0.535 -0.651 -0.904  C11 1.207
14 H -2.424 -1.623 -1.098  C11 1.218
15 H -1.567 -1.340 0.402  C11 1.070

Computed properties:
- HOMO: -8.379 eV
- LUMO energy: 0.6 eV
- SMILES string: C=CN.CC=O
- Gap between HOMO and LUMO: 0.3305 hartree

---

The relative energies come out as (w) 0.577; (x) 0.000, with values in eV.

---

(w)
Density functional theory data (the ωB97M-V functional and the def2-TZVPD basis) for an isolated molecule of C4H9NO.

Last columns: bonded neighbours and bond lengths (Å).
CARTESIAN COORDINATES (ANGSTROEM)
1 C 0.762 1.232 -1.324  N2 1.406, O6 1.284, H7 1.080
2 N 0.377 0.309 -0.336  C1 1.406, C3 1.439, C5 1.488
3 C -1.021 0.169 -0.025  N2 1.439, C4 1.521, H8 1.068, H9 1.084
4 C -1.381 -0.392 1.342  C3 1.521, H10 1.066, H11 1.134, H12 1.090
5 C 1.449 -0.698 -0.111  N2 1.488, H13 1.097, H14 1.068, H15 1.104
6 O 0.072 1.742 -2.279  C1 1.284
7 H 1.800 1.528 -1.362  C1 1.080
8 H -1.232 1.203 -0.187  C3 1.068
9 H -1.553 -0.494 -0.698  C3 1.084
10 H -1.168 0.386 2.038  C4 1.066
11 H -0.716 -1.229 1.720  C4 1.134
12 H -2.446 -0.547 1.517  C4 1.090
13 H 1.031 -1.708 -0.021  C5 1.097
14 H 2.027 -0.692 0.787  C5 1.068
15 H 2.000 -0.808 -1.062  C5 1.104

Computed properties:
- HOMO: -9.336 eV
- LUMO energy: 0.8 eV
- SMILES string: CCN(C)C=O
- Gap between HOMO and LUMO: 0.3727 hartree

---

(x)
Density functional theory data (the ωB97M-V functional and the def2-TZVPD basis) for a cluster of 2 separate species, C4H9NO in total.

Last columns: bonded neighbours and bond lengths (Å).
CARTESIAN COORDINATES (ANGSTROEM)
1 C 2.315 1.369 1.660  C2 1.403, H4 1.137, H5 1.097
2 C 0.971 1.137 1.990  C1 1.403, N3 1.403, H6 1.107
3 N 0.016 0.287 1.412  C2 1.403, H7 1.038, H8 1.016
4 H 2.705 0.872 0.714  C1 1.137
5 H 2.826 1.806 2.526  C1 1.097
6 H 0.731 1.709 2.906  C2 1.107
7 H 0.105 -0.178 0.488  N3 1.038
8 H -0.826 0.852 1.467  N3 1.016
9 O -0.121 0.272 -2.177  C10 1.254
10 C -1.186 -0.379 -2.298  O9 1.254, C11 1.551, H12 1.182
11 C -1.400 -1.801 -1.717  C10 1.551, H13 1.035, H14 1.145, H15 1.060
12 H -2.132 0.327 -2.246  C10 1.182
13 H -2.335 -2.214 -1.877  C11 1.035
14 H -0.991 -1.638 -0.661  C11 1.145
15 H -0.678 -2.419 -2.186  C11 1.060

Computed properties:
- HOMO: -8.176 eV
- LUMO energy: 0.3 eV
- SMILES string: C=CN.CC=O
- Gap between HOMO and LUMO: 0.3098 hartree

---

(y)
Density functional theory data (the ωB97M-V functional and the def2-TZVPD basis) for an isolated molecule of C4H9NO.

Last columns: bonded neighbours and bond lengths (Å).
CARTESIAN COORDINATES (ANGSTROEM)
1 C 1.034 -0.120 -0.394  C3 1.477, N5 1.470, H7 1.085
2 C -1.236 -0.094 0.504  C4 1.477, O6 1.400, H8 1.079
3 C 2.293 0.333 0.231  C1 1.477, H9 1.091, H10 1.095, H11 1.087
4 C -2.334 0.661 -0.134  C2 1.477, H12 1.085, H13 1.093, H14 1.092
5 N 0.520 -1.424 0.050  C1 1.470, O6 1.443, H15 1.030
6 O -0.914 -1.331 -0.067  C2 1.400, N5 1.443
7 H 0.818 0.184 -1.413  C1 1.085
8 H -0.977 0.037 1.543  C2 1.079
9 H 2.203 1.375 0.543  C3 1.091
10 H 3.138 0.295 -0.464  C3 1.095
11 H 2.503 -0.279 1.104  C3 1.087
12 H -2.578 1.538 0.458  C4 1.085
13 H -3.223 0.035 -0.244  C4 1.093
14 H -2.043 0.978 -1.137  C4 1.092
15 H 0.798 -2.188 -0.582  N5 1.030

Computed properties:
- HOMO (alpha / beta): -7.291 / -7.694 eV
- LUMO energy (alpha / beta): 0.7 / 0.9 eV
- Gap between HOMO and LUMO (alpha / beta): 0.2921 / 0.3167 hartree

---

The relative energies come out as (w) 0.000; (x) 1.373; (y) 3.960, with values in eV.